The following is a quantum chemistry calculation of C9H19EuNP as an isolated structure, from the OMol25 dataset.

Last column: Mulliken charge in e.
Geometry (Å):
C 1.12 0.60 -1.81  -1.325
Eu -0.16 -0.38 0.37  0.000
N -2.09 -0.90 1.88  -0.608
H -1.70 0.97 -1.47  -0.182
H -2.18 -1.91 1.98  0.219
H -1.07 1.11 -1.93  0.197
H 0.59 0.73 -2.75  0.451
H 1.81 -0.27 -1.89  0.236
H 1.70 1.48 -1.51  0.157
H -1.90 -0.51 2.81  0.221
H -2.98 -0.53 1.55  0.269
C 2.06 1.52 1.47  -0.875
P 2.02 -0.16 2.26  0.299
C 2.73 -1.20 0.90  -0.796
C 3.48 -0.08 3.35  0.581
C 3.99 1.14 3.83  -0.511
C 5.27 1.19 4.39  -0.390
C 6.02 0.02 4.56  -0.676
C 5.47 -1.22 4.18  -0.385
C 4.21 -1.27 3.60  -0.807
H 1.22 1.75 0.78  0.210
H 3.01 1.65 0.92  0.298
H 2.01 2.26 2.28  0.317
H 3.66 -0.73 0.56  0.297
H 2.97 -2.18 1.34  0.264
H 2.10 -1.40 0.01  0.127
H 3.41 2.06 3.74  0.155
H 5.69 2.15 4.68  0.340
H 7.02 0.06 4.98  0.320
H 6.03 -2.14 4.34  0.345
H 3.80 -2.24 3.29  0.250

The energy above the lowest of the compared OMol25 structures with the same formula, charge and spin is 0.0 kJ/mol. For the lowest unoccupied orbital energy (spin up / spin down), the calculation gives 2.9 / 2.6 eV. The multiplicity is 8. The HOMO energy (spin up / spin down) comes out at -0.2 / -2.0 eV. The total charge is -1. The total energy is -1460.462079 Ha.

---

The following is a quantum chemistry calculation of CH14Mn2O10 as an isolated structure, from the OMol25 dataset.

Last column: Mulliken charge in e.
Geometry (Å):
Mn 1.63 -2.57 -1.59  1.396
Mn -1.69 0.59 1.76  0.932
C 0.06 -0.59 0.35  1.127
O -1.00 -1.06 0.74  -0.947
O 1.01 -1.28 -0.14  -0.425
O 0.18 0.60 0.63  -0.745
O -0.45 2.05 -2.02  -0.657
H -0.04 1.37 -1.48  0.268
H -0.24 2.87 -1.57  0.330
O -1.95 -3.54 0.22  -0.628
H -2.86 -3.54 -0.07  0.322
H -1.75 -2.62 0.40  0.423
O -1.08 2.46 2.52  -0.520
H -0.20 2.78 2.34  0.340
H -1.24 2.72 3.43  0.366
O 0.78 -1.27 -3.03  -0.483
H 0.19 -1.29 -3.79  0.309
H 1.23 -0.43 -3.11  0.362
O -2.61 1.56 0.13  -0.414
H -2.85 2.35 -0.35  0.288
H -3.18 0.87 -0.24  0.343
O 2.59 1.31 -0.50  -0.656
H 1.75 1.03 -0.14  0.362
H 3.23 0.72 -0.11  0.300
O 3.20 -1.68 1.74  -0.622
H 2.40 -1.56 1.22  0.287
H 2.89 -1.84 2.63  0.343

The energy above the lowest of the compared OMol25 structures with the same formula, charge and spin is 44.1 kJ/mol. For the lowest unoccupied orbital energy (spin up / spin down), the calculation gives -9.2 / -9.4 eV. The multiplicity is 11. The HOMO energy (spin up / spin down) comes out at -16.6 / -16.6 eV. The total charge is +2. The total energy is -3100.351131 Ha.

---

The following is a quantum chemistry calculation of an isolated molecule of C4H9NS, from the OMol25 dataset.

Last column: Mulliken charge in e.
Geometry (Å):
C -2.79 0.48 -0.01  -0.853
S -1.64 -0.90 -0.23  -0.097
C -0.19 -0.18 0.55  -0.823
C 1.14 -0.69 -0.01  0.191
C 2.05 0.19 -0.80  -0.522
N 2.32 -0.09 0.58  -0.578
H -2.92 0.65 1.04  0.282
H -2.34 1.39 -0.42  0.262
H -3.69 0.27 -0.51  0.346
H -0.16 0.88 0.48  0.342
H -0.16 -0.33 1.62  0.341
H 1.11 -1.78 -0.20  0.368
H 2.63 -0.26 -1.61  0.268
H 1.65 1.14 -1.07  0.229
H 2.99 -0.78 0.59  0.243

The energy above the lowest of the compared OMol25 structures with the same formula, charge and spin is 162.0 kJ/mol. For the lowest unoccupied orbital energy, the calculation gives 1.0 eV. The HOMO energy comes out at -8.5 eV. The total charge is 0. The total energy is -610.692004 Ha.